{"formula": "C31H40Cl51F2I2N3OS2", "method": "ωB97M-V/def2-TZVPD", "max_force_ev_per_a": 4.34, "charge": 0, "homo_ev": -8.741, "homo_lumo_gap_ev": 8.5, "total_energy_ev": -721259.40897, "multiplicity": 1, "elements": ["C", "C", "S", "C", "C", "N", "N", "C", "S", "C", "C", "N", "C", "C", "C", "F", "O", "C", "F", "C", "I", "C", "C", "I", "H", "H", "H", "H", "H", "H", "H", "H", "H", "H", "H", "H", "H", "H", "H", "H", "H", "H", "H", "H", "H", "H", "H", "C", "Cl", "Cl", "Cl", "H", "C", "Cl", "Cl", "Cl", "H", "C", "Cl", "Cl", "Cl", "H", "C", "Cl", "Cl", "Cl", "H", "C", "Cl", "Cl", "Cl", "H", "C", "Cl", "Cl", "Cl", "H", "C", "Cl", "Cl", "Cl", "H", "C", "Cl", "Cl", "Cl", "H", "C", "Cl", "Cl", "Cl", "H", "C", "Cl", "Cl", "Cl", "H", "C", "Cl", "Cl", "Cl", "H", "C", "Cl", "Cl", "Cl", "H", "C", "Cl", "Cl", "Cl", "H", "C", "Cl", "Cl", "Cl", "H", "C", "Cl", "Cl", "Cl", "H", "C", "Cl", "Cl", "Cl", "H", "C", "Cl", "Cl", "Cl", "H"], "xyz": [[4.611, 1.022, 1.027], [3.378, 1.613, 1.705], [2.462, 2.546, 0.435], [0.728, 2.339, 0.927], [-0.121, 1.892, -0.268], [0.370, 0.654, -0.850], [0.929, 0.810, -2.172], [0.520, -0.047, -2.920], [-0.090, -1.143, -3.843], [-1.638, 1.690, 0.061], [-2.415, 1.831, -1.272], [-3.841, 2.117, -1.111], [-2.153, 2.649, 1.133], [-1.945, 4.130, 0.797], [-1.577, 5.002, 1.991], [-3.154, 4.641, 0.265], [-1.729, 0.335, 0.546], [-2.978, -0.212, 0.701], [-3.386, -0.813, -0.502], [-2.910, -1.277, 1.773], [-3.698, -0.583, 3.579], [-2.370, -2.482, 1.690], [-2.311, -3.483, 2.805], [-1.397, -3.130, -0.051], [5.049, 1.740, 0.332], [5.368, 0.749, 1.770], [4.355, 0.120, 0.468], [3.659, 2.303, 2.503], [2.729, 0.836, 2.111], [0.659, 1.609, 1.740], [0.386, 3.300, 1.310], [-0.054, 2.646, -1.058], [1.056, 0.187, -0.271], [-2.289, 0.893, -1.817], [-1.927, 2.602, -1.871], [-4.414, 1.368, -1.475], [-4.113, 2.975, -1.569], [-3.225, 2.481, 1.262], [-1.679, 2.418, 2.091], [-1.203, 4.241, 0.002], [-2.494, 5.373, 2.454], [-1.022, 4.433, 2.741], [-0.945, 5.842, 1.702], [-3.744, 0.539, 0.905], [-2.035, -4.470, 2.439], [-3.290, -3.545, 3.291], [-1.579, -3.172, 3.558], [-7.433, -1.569, 4.869], [-7.931, -3.179, 4.348], [-8.427, -0.324, 4.124], [-7.460, -1.441, 6.629], [-6.411, -1.417, 4.544], [-3.413, -4.942, 5.854], [-3.556, -6.317, 6.954], [-4.984, -4.212, 5.550], [-2.274, -3.743, 6.478], [-3.022, -5.312, 4.915], [-5.443, 6.347, -0.955], [-4.898, 7.545, -2.141], [-6.497, 7.096, 0.243], [-6.252, 5.004, -1.759], [-4.571, 5.953, -0.447], [-1.519, 6.286, -2.559], [-0.944, 4.617, -2.676], [-1.289, 6.869, -0.909], [-0.714, 7.328, -3.723], [-2.578, 6.289, -2.778], [0.385, 11.075, -5.601], [0.258, 11.962, -7.118], [-1.067, 11.276, -4.622], [0.711, 9.366, -5.895], [1.220, 11.480, -5.046], [-3.450, -4.435, -3.495], [-2.017, -4.018, -4.442], [-4.921, -4.091, -4.395], [-3.388, -6.128, -3.003], [-3.443, -3.821, -2.602], [6.552, 0.566, -2.761], [7.372, 0.908, -1.234], [4.952, -0.121, -2.483], [6.445, 2.015, -3.760], [7.144, -0.165, -3.295], [-3.153, -4.305, 9.930], [-3.540, -5.681, 10.961], [-4.616, -3.488, 9.387], [-2.065, -3.184, 10.750], [-2.640, -4.681, 9.056], [3.336, -2.991, -4.433], [5.056, -3.062, -4.833], [2.414, -4.055, -5.490], [3.067, -3.415, -2.744], [2.996, -1.973, -4.583], [6.950, -5.953, -6.436], [6.250, -7.557, -6.254], [8.199, -5.662, -5.225], [7.591, -5.726, -8.067], [6.163, -5.225, -6.285], [1.915, -4.042, 7.237], [0.745, -4.063, 8.560], [1.169, -3.519, 5.723], [3.299, -3.034, 7.646], [2.249, -5.060, 7.091], [2.009, 2.056, -5.097], [0.687, 0.885, -5.021], [1.389, 3.700, -4.943], [3.215, 1.710, -3.860], [2.480, 1.961, -6.066], [5.422, -0.947, 4.983], [5.491, -2.181, 3.726], [6.811, 0.136, 4.883], [3.912, -0.044, 4.888], [5.452, -1.446, 5.943], [-4.293, 10.571, 1.550], [-3.645, 8.955, 1.288], [-3.929, 11.144, 3.177], [-3.690, 11.695, 0.333], [-5.369, 10.517, 1.448], [0.949, -8.466, 6.913], [0.811, -9.732, 5.703], [2.422, -7.514, 6.661], [-0.468, -7.416, 6.915], [1.024, -8.931, 7.887], [-0.421, -7.343, -4.906], [-1.040, -8.970, -4.624], [0.761, -6.896, -3.680], [0.268, -7.195, -6.524], [-1.251, -6.653, -4.834], [8.796, -3.106, -10.829], [8.748, -4.238, -12.181], [10.219, -2.069, -10.924], [7.320, -2.146, -10.758], [8.864, -3.679, -9.914]], "forces_ev_per_a": [[0.018, -0.164, 0.304], [0.022, 0.184, -0.208], [-0.025, -0.146, -0.059], [0.037, 0.108, 0.063], [0.055, -0.231, 0.013], [-0.202, -0.161, 0.160], [-0.215, 0.087, 0.863], [-0.569, -1.092, 0.910], [-1.131, -3.018, 1.450], [-0.016, 0.211, -0.526], [-0.135, -0.166, -0.174], [-0.007, -0.226, 0.003], [-0.064, 0.043, 0.160], [0.055, -0.137, 0.216], [0.095, -0.148, 0.077], [0.141, -0.046, -0.141], [-0.137, 0.075, 0.609], [0.177, 0.026, -0.231], [-0.086, 0.112, 0.050], [-0.067, 0.102, -0.205], [0.027, -0.013, 0.185], [0.064, -0.059, 0.030], [-0.111, -0.039, 0.138], [0.091, 0.016, -0.145], [0.043, -0.050, 0.074], [-0.047, 0.049, -0.068], [-0.003, 0.131, -0.045], [-0.036, -0.150, 0.026], [0.072, 0.061, 0.024], [0.027, 0.015, -0.068], [-0.091, -0.155, 0.036], [0.067, 0.037, 0.213], [0.159, 0.166, -0.086], [0.193, 0.052, 0.036], [-0.261, -0.121, 0.195], [0.067, 0.022, -0.048], [0.008, 0.036, 0.107], [0.068, 0.142, -0.023], [0.039, -0.059, -0.152], [-0.171, 0.056, 0.073], [0.073, 0.001, 0.021], [-0.085, 0.025, -0.065], [-0.195, 0.050, -0.027], [0.019, -0.112, 0.061], [-0.003, 0.058, 0.010], [0.091, 0.025, -0.002], [-0.049, -0.020, -0.050], [0.065, -0.001, 0.049], [-0.059, 0.015, -0.026], [-0.030, 0.026, -0.014], [-0.003, 0.001, -0.007], [-0.008, -0.033, -0.026], [0.002, 0.118, 0.015], [-0.086, 0.056, 0.029], [-0.021, -0.085, -0.012], [-0.036, -0.085, -0.004], [0.012, -0.007, 0.003], [0.082, 0.067, 0.038], [-0.020, -0.003, 0.028], [-0.074, -0.066, -0.043], [-0.011, -0.042, -0.020], [-0.050, 0.067, -0.012], [0.048, -0.054, 0.095], [0.051, 0.329, -0.279], [-0.001, 0.289, -0.120], [-0.034, -0.060, 0.069], [-0.017, 0.017, 0.037], [-0.004, 0.001, 0.043], [-0.007, -0.002, -0.005], [-0.008, 0.000, 0.001], [0.057, 0.024, -0.086], [-0.001, 0.000, -0.002], [0.014, 0.046, 0.031], [0.019, -0.018, -0.018], [-0.007, 0.003, -0.003], [0.004, -0.017, 0.026], [0.012, -0.014, 0.011], [0.087, 0.004, -0.020], [0.003, -0.018, -0.071], [0.437, -0.413, 0.410], [0.242, -0.011, 0.061], [-0.027, -0.016, -0.005], [-0.006, 0.009, 0.021], [-0.006, -0.013, 0.005], [0.002, -0.005, 0.003], [0.002, 0.012, 0.003], [0.023, -0.014, -0.042], [-0.096, -0.079, 0.017], [0.096, 0.049, 0.002], [-0.033, 0.040, -0.059], [0.014, 0.044, 0.058], [-0.002, 0.017, -0.006], [-0.040, 0.040, 0.038], [0.006, -0.006, -0.002], [-0.020, 0.016, -0.011], [0.006, -0.020, -0.055], [-0.001, -0.009, 0.000], [-0.206, -0.085, -0.038], [0.023, 0.070, -0.039], [0.076, 0.044, 0.043], [0.073, 0.030, 0.010], [0.074, 0.094, 0.031], [0.065, 0.630, -0.534], [1.491, 3.073, -2.677], [0.084, 0.113, -0.039], [-0.504, 0.344, -0.707], [0.091, 0.061, -0.010], [-0.003, -0.039, -0.014], [0.001, -0.009, -0.008], [-0.002, 0.001, -0.005], [-0.050, 0.027, 0.026], [0.001, 0.002, -0.008], [-0.054, 0.010, -0.030], [0.139, -0.036, 0.023], [0.005, -0.002, 0.003], [0.005, 0.001, -0.003], [0.003, -0.001, -0.001], [-0.025, 0.112, 0.030], [-0.010, 0.000, -0.015], [0.091, -0.153, -0.038], [0.068, -0.083, 0.001], [0.001, -0.001, -0.002], [-0.006, 0.015, 0.008], [-0.003, -0.005, -0.014], [0.003, 0.015, 0.052], [0.003, 0.006, -0.007], [-0.006, -0.004, -0.001], [0.007, -0.010, 0.015], [-0.002, -0.004, 0.021], [0.007, 0.004, -0.003], [-0.016, 0.001, 0.008], [-0.003, 0.001, -0.001]], "lowdin_charge": [-0.210, -0.548, 0.902, -0.412, -0.328, -0.004, 0.018, -0.890, 0.638, -0.370, -0.183, 0.045, -0.069, -0.375, -0.035, -0.083, -0.047, -0.486, -0.053, -0.667, 1.034, -0.777, -0.226, 1.006, 0.030, 0.058, 0.051, 0.062, 0.053, 0.098, 0.054, 0.092, 0.118, 0.121, 0.035, 0.076, 0.036, 0.117, 0.123, 0.071, 0.092, 0.080, 0.056, 0.106, 0.049, 0.023, 0.064, -1.587, 0.511, 0.535, 0.520, -0.090, -1.507, 0.546, 0.534, 0.533, 0.005, -1.543, 0.541, 0.526, 0.555, -0.025, -1.496, 0.608, 0.596, 0.535, -0.034, -1.555, 0.530, 0.523, 0.504, 0.011, -1.537, 0.522, 0.545, 0.544, -0.025, -1.507, 0.558, 0.496, 0.527, 0.013, -1.593, 0.532, 0.523, 0.522, -0.076, -1.556, 0.536, 0.524, 0.520, -0.010, -1.567, 0.538, 0.521, 0.528, -0.043, -1.555, 0.510, 0.513, 0.543, -0.081, -1.432, 0.574, 0.523, 0.516, 0.016, -1.562, 0.527, 0.532, 0.535, -0.012, -1.557, 0.501, 0.529, 0.528, 0.010, -1.529, 0.548, 0.563, 0.513, 0.015, -1.583, 0.527, 0.512, 0.522, -0.075, -1.573, 0.523, 0.525, 0.520, -0.026]}